154
Properties=species:S:1:pos:R:3 method="wB97M-V/def2-TZVPD" energy_ev=-248736.9028 mol_weight_g_mol=1115.0 e_homo_ha=-0.4039 charge=+1 homo_lumo_gap_ev=6.373
C 5.09 -2.81 1.75
O 4.72 -1.42 1.90
C 5.90 -0.62 2.11
C 5.52 0.87 2.42
C 6.65 1.85 1.92
C 6.32 2.54 0.54
C 5.79 1.55 -0.57
C 4.22 1.43 -0.68
C 3.43 2.79 -0.76
C 2.67 3.09 0.61
C 1.37 2.21 0.73
C 0.07 3.08 0.89
C -1.22 2.28 1.29
S -2.26 3.65 2.09
O -3.69 3.35 2.10
O -2.05 4.83 1.25
C -1.65 4.12 3.79
F -0.36 3.80 4.05
F -1.72 5.49 3.85
F -2.51 3.69 4.76
N -2.09 1.90 0.14
F -2.12 2.47 -1.08
C -2.93 0.91 0.35
C -3.97 0.36 -0.62
Br -5.29 1.69 -1.19
C -4.06 -0.92 -1.08
C -5.16 -1.45 -2.04
Br -2.74 -2.27 -0.55
C -2.68 0.46 1.86
C -1.13 0.91 2.02
C -0.94 0.83 3.58
S -0.27 -0.52 1.23
H 4.69 -3.45 2.57
H 4.62 -3.14 0.77
H 6.19 -2.94 1.62
H 6.62 -0.75 1.26
H 6.42 -1.03 3.03
H 4.50 1.15 2.07
H 5.50 0.96 3.54
H 7.63 1.33 1.95
H 6.72 2.67 2.68
H 7.28 2.98 0.15
H 5.64 3.40 0.74
H 6.17 0.52 -0.33
H 6.16 1.90 -1.57
H 3.81 0.79 0.15
H 4.01 0.89 -1.64
H 4.12 3.66 -0.93
H 2.68 2.76 -1.59
H 3.38 2.79 1.42
H 2.42 4.18 0.69
H 1.50 1.46 1.54
H 1.27 1.63 -0.23
H -0.13 3.57 -0.10
H 0.32 3.93 1.57
H -4.72 -1.74 -3.02
H -6.04 -0.78 -2.10
H -5.52 -2.40 -1.56
H -3.41 0.88 2.60
H -2.83 -0.64 1.82
H 0.11 1.05 3.88
H -1.71 1.45 4.08
H -1.16 -0.23 3.86
H -0.90 -1.69 1.59
C -6.59 4.65 3.08
O -6.63 3.80 4.21
H -7.51 4.53 2.51
H -6.49 5.69 3.40
H -5.74 4.38 2.44
H -5.81 3.92 4.70
C -8.65 -0.67 -3.81
O -8.28 -1.47 -2.69
H -7.74 -0.38 -4.35
H -9.30 -1.24 -4.48
H -9.17 0.23 -3.47
H -9.09 -1.71 -2.23
C 1.41 -3.48 1.09
O 0.82 -2.95 -0.09
H 1.57 -4.55 0.96
H 2.37 -2.98 1.28
H 0.74 -3.32 1.94
H 0.69 -2.01 0.05
C -8.50 -5.14 -1.55
O -9.53 -4.34 -2.13
H -8.29 -4.76 -0.55
H -8.82 -6.18 -1.49
H -7.59 -5.07 -2.16
H -9.69 -4.69 -3.01
C -10.32 2.32 -6.25
O -10.17 0.91 -6.27
H -9.37 2.78 -6.53
H -11.09 2.63 -6.97
H -10.60 2.66 -5.25
H -11.03 0.53 -6.02
C -1.24 -3.47 4.53
O -1.93 -2.41 3.87
H -0.34 -3.70 3.97
H -0.96 -3.17 5.54
H -1.88 -4.36 4.57
H -2.72 -2.22 4.39
C -8.25 1.57 -9.79
O -9.63 1.46 -9.50
H -8.12 1.70 -10.86
H -7.83 2.44 -9.27
H -7.73 0.67 -9.47
H -9.72 1.35 -8.54
C -0.35 -4.29 -3.46
O -1.72 -4.05 -3.78
H 0.05 -5.01 -4.17
H 0.22 -3.36 -3.53
H -0.27 -4.70 -2.45
H -2.05 -3.41 -3.14
C 9.51 -0.56 0.22
O 8.25 -0.47 -0.42
H 9.36 -0.73 1.29
H 10.07 -1.40 -0.19
H 10.07 0.37 0.08
H 8.42 -0.32 -1.36
C -1.79 -0.18 7.07
O -2.52 0.16 5.89
H -1.33 -1.16 6.92
H -1.01 0.56 7.25
H -2.47 -0.22 7.92
H -2.91 1.03 6.04
C 10.02 -3.86 -2.07
O 9.93 -2.46 -2.34
H 9.87 -4.02 -1.00
H 9.25 -4.39 -2.63
H 11.01 -4.23 -2.35
H 10.07 -2.34 -3.29
C 12.68 -2.64 -4.49
O 11.41 -2.54 -5.13
H 12.52 -2.81 -3.42
H 13.24 -3.48 -4.91
H 13.24 -1.71 -4.63
H 11.57 -2.39 -6.07
C 0.65 -0.19 -3.89
O 0.93 -0.20 -2.49
H 1.59 -0.19 -4.43
H 0.09 -1.09 -4.16
H 0.08 0.70 -4.15
H 0.08 -0.20 -2.03
C 1.31 -6.34 4.12
O 0.50 -5.33 3.52
H 1.62 -5.99 5.10
H 0.75 -7.26 4.22
H 2.20 -6.52 3.50
H 0.24 -5.66 2.65
C -0.47 9.24 4.43
O -1.31 8.44 5.26
H -0.41 10.24 4.87
H 0.53 8.81 4.38
H -0.90 9.32 3.43
H -1.35 7.56 4.85



6
Properties=species:S:1:pos:R:3 method="wB97M-V/def2-TZVPD" smiles="NC=O" energy_ev=-4623.4039 de_lowest_kcal_mol=0.4 mol_weight_g_mol=45.0 e_homo_ha=-0.3736 charge=0 homo_lumo_gap_ev=11.125
N -0.39 -0.56 0.02
C 0.39 0.54 -0.11
O 1.59 0.54 -0.23
H -1.35 -0.47 0.32
H -0.02 -1.50 0.18
H -0.23 1.44 -0.18



16
Properties=species:S:1:pos:R:3 method="wB97M-V/def2-TZVPD" smiles=CC.CC energy_ev=-4341.7737 de_lowest_kcal_mol=17.4 mol_weight_g_mol=60.1 e_homo_ha=-0.4060 charge=0 homo_lumo_gap_ev=12.165
C -1.71 -1.16 -0.88
C -2.30 0.19 -1.24
H -1.17 -1.21 0.03
H -2.46 -2.01 -0.87
H -1.13 -1.49 -1.75
H -2.69 0.38 -2.27
H -1.60 0.95 -0.90
H -3.05 0.60 -0.54
C 2.74 0.46 0.75
C 1.31 0.42 1.31
H 3.12 -0.56 0.90
H 2.74 0.72 -0.34
H 3.37 1.10 1.35
H 1.21 0.26 2.40
H 0.60 -0.16 0.75
H 1.02 1.50 1.29